Computed, not measured: C4H5NO in the gas phase at a distorted geometry, with ωB97M-V with the def2-TZVPD basis set.

Its charge is 0. The value obtained for the calculated total energy is -7764.3748 eV. Its SMILES is N#C[C@@H]1C[C@@H]1O. The spin multiplicity is 1. For the largest force on an atom, the calculation gives 2.14 eV Å⁻¹. Its HOMO-LUMO gap is 10.0 eV.

Each line ends with the Löwdin charge.
Positions of all 11 atoms, in Å:
O1 0.813 -0.764 -1.356  0.03
C1 0.809 -0.398 -0.027  -0.30
C2 0.592 1.028 0.219  -0.06
C3 -0.541 0.159 0.663  -0.22
C4 -1.723 -0.046 -0.093  -0.22
N1 -2.659 -0.282 -0.731  0.14
H1 0.923 -1.718 -1.440  0.11
H2 0.891 -1.120 0.757  0.14
H3 1.138 1.586 0.966  0.11
H4 0.380 1.568 -0.698  0.13
H5 -0.623 -0.014 1.741  0.14